(1)
ORCA calculation (the ωB97M-V functional and the def2-TZVPD basis) on a structure of composition C43H39Cl4F3O8.

Geometry as ORCA input:
```
! RIJCOSX wB97M-V def2-TZVPD def2/J DEFGRID3
* xyz 0 1
F 0.92593 3.33580 6.87493
C 1.07531 4.60086 6.48209
C 0.55516 4.92539 5.20288
C 0.88656 6.21553 4.74612
C 1.68148 7.05108 5.52345
C 2.18712 6.68437 6.75274
C 1.87836 5.47941 7.29157
H -0.02882 4.18176 4.68096
H 0.54153 6.50222 3.76370
H 1.92052 8.01453 5.09798
H 2.88547 7.32396 7.27200
H 2.22668 5.01679 8.20319
F 5.18649 -4.43388 -5.01705
C 5.32797 -5.24838 -3.87334
C 4.88616 -6.56320 -4.01172
C 4.89312 -7.30206 -2.81574
C 5.37748 -6.68931 -1.60976
C 5.87761 -5.39335 -1.52801
C 5.79249 -4.60802 -2.70335
H 4.63113 -6.97457 -4.97720
H 4.56337 -8.32976 -2.77698
H 5.42003 -7.40963 -0.80619
H 6.28762 -4.94126 -0.63700
H 6.18494 -3.60415 -2.77139
F 7.22448 0.05054 5.87774
C 6.04252 -0.54957 6.16514
C 5.39228 -1.17426 5.13817
C 4.19196 -1.78661 5.37674
C 3.67823 -1.75684 6.66747
C 4.33474 -1.13821 7.73910
C 5.52855 -0.50912 7.44801
H 5.83691 -1.07218 4.15925
H 3.71467 -2.37804 4.60941
H 2.84028 -2.38087 6.94102
H 3.97832 -1.23835 8.75366
H 6.06372 0.00779 8.23082
C -0.98813 -7.39546 -2.27947
C -0.69291 -7.72392 -0.97939
C -0.97309 -9.00412 -0.54345
C -1.58257 -9.87877 -1.34654
C -2.02248 -9.54069 -2.59893
C -1.63942 -8.30587 -3.11086
O -1.73322 -7.98547 -4.44857
O -0.70975 -9.40675 0.71243
H -0.63216 -6.46206 -2.68991
H -0.26025 -6.97856 -0.32851
H -1.86784 -10.81962 -0.89952
H -2.53363 -10.25103 -3.23181
H -1.65415 -8.75217 -5.02087
H -1.30052 -8.92709 1.29767
C 1.09635 10.38366 -0.18410
C 0.96248 9.26242 -0.99730
C -0.25085 8.79244 -1.30070
C -1.41291 9.27028 -0.69455
C -1.25976 10.31192 0.25606
C -0.03839 10.85772 0.47026
O 0.07016 11.96832 1.21789
O -0.32998 7.81435 -2.24309
H 2.05842 10.80297 0.07083
H 1.84825 8.78828 -1.39353
H -2.38094 8.89228 -0.98854
H -2.17189 10.69734 0.68719
H -0.80613 12.11584 1.58114
H 0.50859 7.66974 -2.68749
C -3.01132 2.79419 -5.82527
C -3.32293 1.45824 -5.97276
C -4.63286 1.04598 -6.24880
C -5.69422 1.97946 -6.19583
C -5.32573 3.30584 -6.04950
C -4.03194 3.71029 -5.90312
O -3.68516 5.02605 -5.87176
O -5.07444 -0.27168 -6.32993
H -2.02099 3.11426 -5.53682
H -2.59206 0.66333 -5.99144
H -6.68627 1.66504 -6.48460
H -6.07424 4.08374 -6.08134
H -2.91261 5.17306 -5.32118
H -4.37284 -0.91482 -6.45534
C -4.54548 -1.78167 -0.65766
C -3.82904 -2.12919 0.49820
C -4.37689 -2.96862 1.43291
C -5.64289 -3.53634 1.25504
C -6.31779 -3.30555 0.09834
C -5.78628 -2.40318 -0.87103
O -6.59021 -2.15471 -1.99587
O -3.70640 -3.18830 2.56747
H -4.06499 -1.09718 -1.34103
H -2.78377 -1.92268 0.67476
H -6.05524 -4.13895 2.05080
H -7.28545 -3.76981 -0.02204
H -6.11286 -2.03792 -2.82055
H -3.44577 -2.40171 3.05218
C 2.12817 0.75387 -0.71481
Cl 1.62712 -0.81257 -1.50334
Cl 1.51882 0.90290 0.91706
Cl 3.89319 0.92417 -0.61494
Cl 1.52010 2.12972 -1.53437
*
```

Energy above the lowest of the compared OMol25 structures with the same formula, charge and spin: 26.1 kcal per mole



(2)
ORCA calculation (the ωB97M-V functional and the def2-TZVPD basis) on a cluster of 6 separate species, C43H39O10 in total.

Geometry as ORCA input:
```
! RIJCOSX wB97M-V def2-TZVPD def2/J DEFGRID3
* xyz -1 1
C -0.92786 0.73765 -0.24999
C -1.57426 -0.54468 0.32292
C -0.68504 -1.25162 1.40075
C -1.29305 -2.66468 1.62949
C 0.77342 -1.26495 0.85476
C 1.61321 -2.43838 1.40338
C 1.65369 -2.57251 2.94107
C 1.50858 -1.46943 3.76210
C 1.49906 -1.61107 5.16604
C 1.64227 -2.85053 5.72697
C 1.82865 -3.98149 4.93109
C 1.83098 -3.83734 3.56019
C 2.01663 -5.12426 2.72720
H -0.18193 0.42053 -0.98323
H -1.71454 1.31722 -0.75401
H -0.50156 1.30161 0.59141
H -1.74666 -1.27041 -0.48647
H -2.54562 -0.34238 0.81743
H -0.74784 -0.69489 2.36040
H -0.77776 -3.46685 1.09039
H -1.38345 -2.85969 2.70822
H -2.32843 -2.65756 1.24141
H 1.24301 -0.33687 1.24815
H 2.64870 -2.33592 1.02950
H 1.24832 -3.36635 0.94886
H 1.37108 -0.49496 3.29409
H 1.37455 -0.74436 5.81568
H 1.61803 -2.98618 6.81101
H 1.94125 -4.96157 5.39635
H 1.04651 -5.30236 2.23903
H 2.31035 -5.93612 3.40074
H 2.76514 -4.94965 1.93550
C -3.41538 3.60762 -3.67325
C -2.75687 2.45757 -3.55253
C -3.46949 1.15871 -3.52389
O -2.87443 0.10994 -3.41484
C -4.95027 1.18978 -3.63344
C -5.60907 2.33833 -3.75048
C -4.89376 3.63697 -3.78057
O -5.50838 4.68136 -3.88847
H -2.91053 4.56148 -3.69452
H -1.67881 2.41534 -3.46904
H -5.45435 0.23170 -3.61043
H -6.68854 2.38142 -3.82923
C -4.74292 5.58963 -9.35450
C -3.94443 5.16740 -8.37802
C -4.29943 5.37063 -6.95086
O -3.56860 4.98672 -6.06278
C -5.57924 6.06128 -6.65527
C -6.37672 6.48297 -7.63460
C -6.02269 6.28005 -9.05935
O -6.75022 6.66270 -9.95241
H -4.50140 5.45152 -10.40085
H -3.00744 4.66118 -8.57361
H -5.81962 6.19817 -5.60969
H -7.31361 6.98914 -7.43964
C 4.09231 -5.39052 -2.34118
C 4.80978 -6.28910 -3.01875
C 5.25879 -7.54878 -2.38801
O 5.91577 -8.36919 -3.00603
C 4.87954 -7.77449 -0.97606
C 4.16228 -6.87722 -0.29733
C 3.71261 -5.61540 -0.92859
O 3.05783 -4.79746 -0.31295
H 3.75515 -4.46258 -2.78583
H 5.09536 -6.14088 -4.05257
H 5.21624 -8.70249 -0.53112
H 3.87648 -7.02592 0.73669
C -3.70349 4.15966 1.44076
C -3.62070 4.70925 2.65048
C -2.34287 5.26226 3.15859
O -2.26748 5.76282 4.26341
C -1.16235 5.18041 2.26741
C -1.24500 4.63080 1.05716
C -2.52248 4.07892 0.54921
O -2.59818 3.57968 -0.55378
H -4.62722 3.74941 1.05267
H -4.47260 4.77784 3.31505
H -0.23818 5.58908 2.65556
H -0.39312 4.56037 0.39293
C 5.66441 -1.89851 5.88029
C 5.06174 -1.48904 4.76546
C 5.34867 -0.15304 4.18485
O 4.80685 0.22957 3.17252
C 6.33258 0.70408 4.89670
C 6.93188 0.29105 6.00963
C 6.64454 -1.04469 6.58777
O 7.19608 -1.41924 7.60416
H 5.46693 -2.86825 6.31896
H 4.33813 -2.10623 4.24331
H 6.52967 1.67460 4.45864
H 7.65081 0.90159 6.54184
*
```

Total energy: -2414.10625 Eh



(3)
ORCA calculation (the ωB97M-V functional and the def2-TZVPD basis) on a structure of composition C43H41AsN2OS2W.

Geometry as ORCA input:
```
! RIJCOSX wB97M-V def2-TZVPD def2/J DEFGRID3
* xyz 0 3
W 0.11320 -0.03990 -0.04999
O 0.44317 0.84820 1.78350
N 1.42423 0.47316 2.62943
C 1.28505 0.85593 3.91711
C 2.26745 0.58346 4.82222
C 3.41625 -0.09467 4.38066
C 3.52676 -0.47390 3.07093
C 2.49922 -0.19586 2.14580
S 2.51505 -0.63461 0.50656
H 0.35922 1.36654 4.13454
H 2.14465 0.88435 5.85079
H 4.21060 -0.32139 5.07752
H 4.39443 -0.99996 2.70186
S 0.91204 -0.02910 -2.33972
C 0.87603 1.57699 -3.10875
C 0.94888 1.62074 -4.50086
C 0.90128 2.83430 -5.16625
C 0.77855 4.02593 -4.46028
C 0.71667 3.99383 -3.07643
C 0.77482 2.78126 -2.40392
As 0.68550 2.53345 -0.50289
C 2.50451 2.86622 0.06836
C 3.56929 2.61506 -0.78851
C 4.87163 2.70292 -0.31894
C 5.11419 3.03319 1.00670
C 4.05182 3.28737 1.86416
C 2.74866 3.20538 1.39601
C -0.24461 4.01888 0.31063
C -1.40955 3.72753 1.01509
C -2.10066 4.74633 1.65736
C -1.62958 6.04931 1.59658
C -0.46005 6.33848 0.90454
C 0.23796 5.32328 0.26883
H 1.02437 0.69368 -5.05340
H 0.94832 2.84971 -6.24686
H 0.72894 4.96993 -4.98509
H 0.61440 4.91861 -2.51854
H 3.38182 2.33740 -1.82013
H 5.69795 2.50464 -0.98880
H 6.13083 3.09604 1.37191
H 4.23761 3.55230 2.89761
H 1.91767 3.41056 2.06326
H -1.76062 2.70153 1.06983
H -3.00288 4.52041 2.20997
H -2.16900 6.84279 2.09612
H -0.08934 7.35412 0.86545
H 1.16637 5.54305 -0.24821
C -0.09438 -2.08499 -0.43113
C -0.26850 -3.24451 -0.75298
C -0.47287 -4.61266 -1.11801
C 0.41577 -5.26111 -1.97823
C 0.20960 -6.58459 -2.32896
C -0.88174 -7.27966 -1.82630
C -1.76998 -6.64240 -0.97061
C -1.57040 -5.31836 -0.61888
H 1.26424 -4.71316 -2.36472
H 0.90404 -7.07695 -2.99727
H -1.03991 -8.31433 -2.10125
H -2.62278 -7.18000 -0.57712
H -2.25831 -4.81236 0.04562
C -5.47043 -0.73591 3.65454
C -4.08234 -0.94869 3.10869
C -3.19896 -1.80735 3.74656
C -1.89773 -1.91771 3.27337
C -0.87715 -2.77400 3.97611
C -1.52705 -1.20926 2.14501
C -2.43235 -0.45744 1.36330
C -3.69759 -0.27826 1.95386
N -1.98016 0.09757 0.15450
C -2.87958 0.31324 -1.03598
C -4.36946 0.55488 -0.77962
C -2.80281 -0.92728 -1.93800
C -2.39652 1.52533 -1.82531
H -5.59054 -1.22393 4.62087
H -6.22426 -1.14112 2.97737
H -5.68410 0.32606 3.78094
H -3.50747 -2.35048 4.63159
H -1.29116 -3.21592 4.88101
H 0.00043 -2.18666 4.25636
H -0.53311 -3.58058 3.32780
H -0.48005 -1.29612 1.86296
H -4.40447 0.41472 1.54150
H -4.85668 -0.29597 -0.31539
H -4.83473 0.70204 -1.75613
H -4.55021 1.45549 -0.19089
H -3.18135 -1.80038 -1.40219
H -1.77824 -1.13674 -2.24198
H -3.40690 -0.77575 -2.83487
H -2.37266 2.42030 -1.20303
H -3.06433 1.71237 -2.66825
H -1.41071 1.34895 -2.23780
*
```

⟨S²⟩: 2.016
Energy above the lowest of the compared OMol25 structures with the same formula, charge and spin: 2.9 kcal per mole